Arrangement w

Computed, not measured: a cluster of 2 separate species, C5H12NO2 in total, with ωB97M-V/def2-TZVPD.

## Properties
net charge	-1
gap between HOMO and LUMO	4.9	eV

Element x y z (Å)
C  -0.196  -0.044  -2.125
O  0.754  0.859  -2.295
C  -0.707  -0.132  -0.594
C  -0.501  1.140  0.225
C  0.762  0.934  1.104
C  1.107  -0.443  1.652
O  -0.042  -1.133  1.922
N  -2.032  -0.571  -0.275
H  -0.099  -1.234  -2.259
H  -1.104  0.187  -2.893
H  0.181  -0.797  -0.214
H  -0.262  2.015  -0.408
H  -1.421  1.411  0.804
H  1.595  1.341  0.541
H  0.680  1.661  1.860
H  2.124  -1.400  0.151
H  2.012  -0.372  2.375
H  1.467  -1.029  0.670
H  -2.312  -1.347  -0.879
H  -2.005  -1.047  0.639

Arrangement x

Computed, not measured: a cluster of 2 separate species, C5H12NO2 in total, with ωB97M-V/def2-TZVPD.

## Properties
net charge	-1
gap between HOMO and LUMO	6.8	eV

Element x y z (Å)
C  0.211  -1.704  -1.237
O  1.403  -1.503  -0.697
C  -0.883  -0.428  -1.106
C  -0.411  0.563  -0.088
C  -1.171  1.889  0.045
C  -0.684  2.460  2.288
N  -0.600  2.758  1.074
H  0.309  -1.867  -2.338
H  -0.438  -2.445  -0.729
H  -1.867  -0.863  -0.901
H  -0.929  -0.017  -2.108
H  0.634  0.858  -0.277
H  -0.296  0.070  0.888
H  -2.180  1.600  0.391
H  -1.122  2.456  -0.881
H  -0.156  3.123  2.990
H  -1.043  1.528  2.737
H  3.845  -2.607  -0.067
H  2.276  -2.690  -0.145
O  3.103  -3.179  0.158

Arrangement y

Computed, not measured: the ion C5H12NO2 with charge -1, with ωB97M-V/def2-TZVPD.

## Properties
net charge	-1
gap between HOMO and LUMO	7.3	eV
SMILES	CN[C@H](C[O-])CCO

Element x y z (Å)
C  2.372  0.455  -0.329
N  1.394  0.834  0.669
C  -0.004  0.331  0.560
C  -0.435  0.237  -0.926
C  -1.986  0.292  -1.036
O  -2.583  -0.908  -0.573
C  -0.165  -1.020  1.283
O  -1.444  -1.406  1.619
H  2.175  0.962  -1.259
H  3.337  0.807  -0.029
H  2.404  -0.623  -0.579
H  1.775  0.778  1.596
H  -0.637  1.076  0.965
H  -0.029  1.120  -1.469
H  -0.156  -0.770  -1.296
H  -2.292  1.181  -0.444
H  -2.276  0.402  -2.084
H  0.362  -1.703  0.665
H  0.363  -0.946  2.189
H  -2.175  -1.100  0.477

arrangement y (47.6 kJ/mol below the next structure)

Arrangement w

Computed, not measured: a structure of composition C3H6N4, with ωB97M-V/def2-TZVPD.

## Properties
gap between HOMO and LUMO (spin up / spin down)	8.3 / 8.3	eV

Element x y z (Å)
C  -0.306  -0.689  -1.366
C  -0.168  0.403  1.410
C  0.128  0.505  -0.575
N  0.932  -0.123  0.918
N  1.432  -1.306  0.901
N  -0.630  1.085  2.329
N  0.353  1.691  -0.878
H  0.953  -1.881  1.606
H  -1.604  1.358  2.222
H  0.143  1.912  -1.851
H  0.538  -1.092  -1.927
H  -1.085  -0.378  -2.064
H  -0.685  -1.485  -0.726

Arrangement x

Computed, not measured: a structure of composition C3H6N4, with ωB97M-V/def2-TZVPD.

## Properties
gap between HOMO and LUMO	7.5	eV

Element x y z (Å)
C  0.436  -0.478  0.729
C  -0.886  0.515  -0.256
N  1.201  -1.173  -0.189
C  -1.637  0.272  -1.331
N  -0.196  1.695  -0.086
N  0.761  1.419  0.670
N  0.300  -0.896  1.915
H  0.863  -1.174  -1.138
H  1.469  -2.091  0.141
H  1.706  1.789  0.515
H  -0.075  -0.220  2.571
H  -2.105  -0.694  -1.465
H  -1.837  1.036  -2.076

Arrangement y

Computed, not measured: a cluster of 2 separate species, C3H6N4 in total, with ωB97M-V/def2-TZVPD.

## Properties
gap between HOMO and LUMO	9.4	eV
SMILES	[H]/N=N\N=C.C1=NC1

Element x y z (Å)
C  1.982  1.260  -0.189
C  -1.732  -1.501  0.039
C  2.161  -0.177  -0.244
N  0.984  0.160  0.015
N  -2.309  1.874  -0.022
N  -1.939  -0.340  -0.407
N  -1.686  0.843  -0.200
H  1.910  1.839  -1.100
H  2.293  1.810  0.691
H  -1.511  -1.700  1.080
H  -1.783  -2.331  -0.646
H  2.799  -1.012  -0.400
H  -3.317  1.769  0.194

Arrangement z

Computed, not measured: an isolated molecule of C3H6N4, with ωB97M-V/def2-TZVPD.

## Properties
gap between HOMO and LUMO	9.1	eV
SMILES	CN1C=NNC=N1

Element x y z (Å)
C  2.170  -0.097  -0.011
C  0.215  1.112  -0.205
C  -0.998  -1.160  -0.053
H  2.699  0.906  0.119
H  2.406  -0.785  1.028
H  2.341  -0.691  -0.906
H  0.849  2.019  -0.159
H  -2.788  -0.173  0.030
H  -1.698  -2.007  -0.236
N  0.784  0.007  0.367
N  -1.033  1.213  -0.147
N  -1.716  0.096  0.284
N  0.233  -1.087  -0.257

arrangement z (73.8 kJ/mol below the next structure)

Arrangement w

Computed, not measured: a structure of composition C3H6N4, with ωB97M-V/def2-TZVPD.

## Properties
gap between HOMO and LUMO	7.8	eV

Element x y z (Å)
C  -0.205  0.553  -0.128
C  -1.215  -0.304  -0.722
C  -1.107  -1.473  -0.083
H  -0.711  2.155  -1.003
H  0.851  1.698  -1.579
H  -2.102  -0.171  -1.519
H  -1.840  -2.247  -0.034
H  1.482  0.207  2.770
H  2.421  0.277  0.418
N  0.428  1.867  -0.524
N  -0.103  -1.707  0.655
N  0.485  -0.423  0.614
N  1.615  -0.433  1.134

Arrangement x

Computed, not measured: an isolated molecule of C3H6N4, with ωB97M-V/def2-TZVPD.

## Properties
gap between HOMO and LUMO	9.2	eV
SMILES	NNc1cc[nH]n1

Element x y z (Å)
C  -0.005  -0.126  0.261
C  -1.344  -0.472  0.018
C  -1.416  -0.395  -1.381
H  1.489  1.512  1.013
H  2.554  0.228  0.962
H  -0.014  -0.438  2.423
H  -1.985  -0.747  0.889
H  -1.978  -0.905  -2.139
H  -0.180  0.576  -2.607
N  1.735  0.593  1.547
N  0.596  -0.177  1.485
N  -0.163  0.021  -1.738
N  0.712  0.329  -0.734

Arrangement y

Computed, not measured: an isolated molecule of C3H6N4, with ωB97M-V/def2-TZVPD.

## Properties
gap between HOMO and LUMO	8.9	eV
SMILES	C/N=C/N(N)C#N

Element x y z (Å)
C  -1.993  -0.920  -0.178
N  0.964  0.520  0.102
N  2.125  1.258  -0.032
C  -0.327  0.942  0.151
N  -1.061  -0.058  0.484
C  0.792  -0.915  0.382
N  1.225  -1.997  0.431
H  2.974  0.686  -0.147
H  2.701  2.048  -0.322
H  -0.624  1.978  0.064
H  -2.307  -1.683  0.535
H  -1.552  -1.454  -1.023
H  -2.917  -0.404  -0.446

arrangement x (312.8 kJ/mol below the next structure)